No. 1
2 unconnected molecules or ions with the total composition C6H9NO3 in a non-equilibrium geometry, computed with ωB97M-V/def2-TZVPD.

Properties
largest force on an atom: 2.258 eV/A
energy above the lowest of the compared OMol25 structures with the same formula, charge and spin: 47.2 kcal per mole
orbital gap: 8.966 eV
highest occupied orbital energy: -9.863 eV
energy: -13998.563 eV

Geometry as ORCA input:
```
! wB97M-V def2-TZVPD RIJCOSX def2/J DEFGRID3
* xyz 0 1
C -3.743 -1.809 1.359
C -2.745 -2.168 0.270
N -1.472 -1.568 0.538
C -0.307 -1.722 0.636
O 0.480 -3.382 -0.181
C 1.756 -3.203 -0.047
O 2.622 -4.064 -0.159
C 2.049 -1.894 0.645
C 0.976 -1.172 1.003
H -4.717 -2.246 1.107
H -3.420 -2.206 2.329
H -3.857 -0.720 1.439
H -2.616 -3.255 0.183
H -3.067 -1.791 -0.711
H 3.042 -1.710 1.055
H 0.995 -0.119 1.285
O -0.345 -5.756 -1.380
H -0.017 -4.960 -0.918
H 0.445 -6.213 -1.678
*
```

Atom charges from the natural (NBO) analysis, given in e for atoms 1 to 5: number 1, C, carries -0.61; number 2, C, carries -0.24; number 3, N, carries -0.34; number 4, C, carries 0.65; number 5, O, carries -0.70


No. 2
14 unconnected molecules or ions with the total composition C40H67Br26N2OPS in a non-equilibrium geometry, computed with ωB97M-V/def2-TZVPD.

Properties
largest force on an atom: 1.782 eV/A
orbital gap: 7.648 eV
highest occupied orbital energy: -7.425 eV
energy: -1888825.862 eV

Geometry as ORCA input:
```
! wB97M-V def2-TZVPD RIJCOSX def2/J DEFGRID3
* xyz 0 1
N 2.491 -1.111 -2.795
C 2.421 -0.471 -1.460
C 2.497 1.090 -1.524
C 1.294 1.633 -0.807
C 1.210 1.353 0.554
C 0.146 1.731 1.322
C -0.881 2.439 0.705
C -0.803 2.759 -0.641
C 0.289 2.362 -1.423
S -2.226 3.663 -1.257
C -3.513 2.819 -0.386
C -4.714 2.498 -0.988
C -5.672 1.821 -0.241
P -7.210 1.363 -1.037
O -8.061 0.460 -0.224
C -5.413 1.489 1.077
C -4.210 1.812 1.670
C -3.239 2.485 0.933
N -2.005 2.817 1.488
H 1.546 -1.166 -3.155
H 2.737 -2.084 -2.635
H 1.423 -0.744 -1.062
H 3.130 -0.877 -0.752
H 2.414 1.317 -2.585
H 3.407 1.455 -1.073
H 2.015 0.793 1.012
H 0.117 1.470 2.369
H 0.347 2.588 -2.481
H -4.864 2.786 -2.018
H -6.792 0.674 -2.195
H -7.863 2.534 -1.469
H -6.147 0.959 1.665
H -3.979 1.540 2.690
H -1.920 2.415 2.412
Br 1.069 -1.086 4.244
C -0.394 -0.795 5.499
C -1.461 0.090 4.912
Br -0.902 1.959 4.907
H 0.040 -0.383 6.402
H -0.788 -1.785 5.709
H -2.363 0.061 5.520
H -1.708 -0.171 3.886
Br 0.530 5.533 -6.712
C -0.934 5.829 -5.465
C -0.450 6.421 -4.170
Br 0.403 5.093 -3.030
H -1.434 4.876 -5.332
H -1.602 6.522 -5.972
H -1.294 6.790 -3.588
H 0.268 7.222 -4.314
Br 1.442 -4.317 6.657
C 3.224 -3.700 6.177
C 3.741 -4.392 4.947
Br 4.333 -6.203 5.349
H 3.855 -3.856 7.045
H 3.113 -2.632 5.997
H 4.622 -3.881 4.564
H 2.998 -4.468 4.159
Br 1.500 -4.479 -0.146
C -0.115 -4.070 0.867
C -0.957 -3.041 0.169
Br -0.205 -1.256 0.361
H 0.206 -3.752 1.854
H -0.650 -5.011 0.947
H -1.945 -2.991 0.622
H -1.058 -3.226 -0.896
Br -2.463 6.881 1.299
C -1.796 7.604 -0.379
C -2.900 8.234 -1.185
Br -3.994 6.869 -2.033
H -1.305 6.786 -0.901
H -1.058 8.348 -0.097
H -2.490 8.826 -2.000
H -3.561 8.853 -0.588
Br -1.380 -1.304 -7.238
C -0.320 -2.255 -5.912
C -1.057 -2.418 -4.613
Br -1.090 -0.764 -3.587
H 0.610 -1.705 -5.803
H -0.114 -3.224 -6.353
H -0.539 -3.137 -3.981
H -2.089 -2.726 -4.742
Br 4.855 2.341 -5.318
C 4.425 2.296 -7.214
C 3.026 2.781 -7.469
Br 1.704 1.443 -6.987
H 4.584 1.277 -7.550
H 5.150 2.953 -7.690
H 2.875 2.966 -8.530
H 2.783 3.676 -6.907
Br 5.151 -0.293 -2.221
C 7.023 0.097 -2.596
C 7.514 -0.666 -3.796
Br 7.845 -2.539 -3.373
H 7.587 -0.128 -1.696
H 7.064 1.167 -2.789
H 8.472 -0.277 -4.135
H 6.806 -0.650 -4.617
Br -1.632 -6.382 5.006
C -0.617 -8.020 4.746
C 0.856 -7.748 4.612
Br 1.302 -7.038 2.854
H -1.039 -8.514 3.876
H -0.816 -8.619 5.630
H 1.423 -8.672 4.696
H 1.225 -7.031 5.340
Br -3.156 -9.105 7.206
C -4.817 -8.397 6.487
C -5.321 -9.219 5.329
Br -4.324 -8.881 3.694
H -4.626 -7.361 6.224
H -5.526 -8.438 7.311
H -6.349 -8.950 5.095
H -5.258 -10.285 5.516
Br -1.122 1.323 8.877
C -1.164 -0.018 10.289
C -0.125 -1.080 10.060
Br -0.661 -2.320 8.661
H -2.174 -0.412 10.322
H -0.957 0.525 11.209
H 0.005 -1.691 10.950
H 0.832 -0.667 9.761
Br 1.800 -5.035 -8.896
C 2.856 -5.996 -7.575
C 2.107 -6.148 -6.280
Br 2.087 -4.481 -5.278
H 3.788 -5.453 -7.460
H 3.055 -6.970 -8.016
H 2.601 -6.869 -5.633
H 1.073 -6.442 -6.425
Br -1.665 11.669 -0.688
C 0.190 11.958 -1.197
C 0.563 11.163 -2.419
Br 0.826 9.281 -1.994
H 0.795 11.706 -0.332
H 0.270 13.023 -1.398
H 1.516 11.503 -2.816
H -0.190 11.207 -3.198
*
```

Atom charges from the Mulliken analysis, given in e for atoms 1 to 5: number 1, N, carries -0.50; number 2, C, carries 0.75; number 3, C, carries -1.29; number 4, C, carries 1.12; number 5, C, carries -1.37


No. 3
A molecular structure, C34H26F3N2RuS2Si, computed with ωB97M-V/def2-TZVPD.

Properties
largest force on an atom: 0.516 eV/A
energy above the lowest of the compared OMol25 structures with the same formula, charge and spin: 23.5 kcal per mole
orbital gap (alpha / beta): 6.499 / 6.187 eV
highest occupied orbital energy (alpha / beta): -6.868 / -7.271 eV
energy: -78945.012 eV

Geometry as ORCA input:
```
! wB97M-V def2-TZVPD RIJCOSX def2/J DEFGRID3
* xyz 0 2
Ru -0.078 0.078 -1.500
C -3.754 -0.844 -1.041
C -3.300 0.530 -1.414
C -4.090 1.666 -1.101
C -3.608 2.912 -1.351
C -2.358 3.079 -2.003
C -1.803 4.337 -2.301
C -0.603 4.405 -2.968
C 0.051 3.248 -3.403
C -0.471 1.977 -3.181
S 0.208 0.532 -3.879
C -1.674 1.907 -2.383
N -2.135 0.661 -2.001
H -4.765 -1.012 -1.416
H -3.771 -0.970 0.043
H -3.087 -1.584 -1.476
H -5.043 1.520 -0.611
H -4.167 3.793 -1.058
H -2.330 5.235 -2.003
H -0.166 5.370 -3.192
H 0.962 3.328 -3.981
F 5.754 -2.293 -1.973
C 4.407 -2.331 -1.950
F 3.997 -2.767 -3.153
F 4.052 -3.268 -1.046
C 3.824 -0.992 -1.609
C 4.622 0.095 -1.312
C 4.040 1.314 -0.982
C 2.664 1.406 -0.962
N 1.899 0.353 -1.238
C 2.441 -0.833 -1.552
S 1.123 -1.918 -1.781
H 5.698 -0.010 -1.338
H 4.646 2.174 -0.740
H 2.148 2.325 -0.716
C -2.944 2.483 2.290
C -1.753 2.837 1.670
C -0.891 1.848 1.215
C -1.187 0.486 1.373
C -2.399 0.157 1.989
C -3.266 1.142 2.445
Si -0.021 -0.846 0.683
C 1.635 -0.721 1.578
C 2.577 -1.749 1.449
C 3.830 -1.657 2.037
C 4.169 -0.536 2.782
C 3.245 0.487 2.938
C 1.994 0.394 2.339
C -0.728 -2.542 1.067
C -1.487 -3.247 0.131
C -2.051 -4.477 0.439
C -1.860 -5.030 1.698
C -1.099 -4.353 2.639
C -0.539 -3.121 2.324
H -3.620 3.249 2.649
H -1.496 3.881 1.538
H 0.039 2.145 0.738
H -2.660 -0.887 2.125
H -4.192 0.860 2.932
H 2.327 -2.635 0.876
H 4.542 -2.465 1.914
H 5.146 -0.463 3.243
H 3.494 1.359 3.531
H 1.286 1.201 2.485
H -1.619 -2.836 -0.864
H -2.630 -5.009 -0.306
H -2.294 -5.992 1.940
H -0.938 -4.784 3.619
H 0.057 -2.606 3.069
*
```

Atom charges from the natural (NBO) analysis, given in e for atoms 1 to 5: number 1, Ru, carries 0.21; number 2, C, carries -0.65; number 3, C, carries 0.29; number 4, C, carries -0.25; number 5, C, carries -0.12


No. 4
A molecular structure, C12H13N3O3S, computed with ωB97M-V/def2-TZVPD.

Properties
largest force on an atom: 0.937 eV/A
energy above the lowest of the compared OMol25 structures with the same formula, charge and spin: 66.0 kcal per mole
orbital gap: 8.349 eV
highest occupied orbital energy: -9.053 eV
energy: -34101.647 eV

Geometry as ORCA input:
```
! wB97M-V def2-TZVPD RIJCOSX def2/J DEFGRID3
* xyz 0 1
C -0.020 -2.517 2.590
C 0.278 -3.044 1.187
O -0.744 -2.632 0.300
C -0.283 -2.226 -0.973
C -1.407 -1.497 -1.698
O -0.890 -0.400 -2.430
C -1.302 0.883 -1.989
C -0.567 1.367 -0.758
C -0.832 0.827 0.544
C -0.196 1.243 1.668
C 0.768 2.273 1.556
N 1.484 2.837 2.529
S 2.413 3.934 1.822
N 1.971 3.781 0.296
C 1.047 2.819 0.273
C 0.377 2.345 -0.887
N 0.697 2.941 -2.141
C 1.830 2.846 -2.573
O 2.919 2.804 -2.981
H -1.096 -2.406 2.700
H 0.374 -3.199 3.337
H 0.434 -1.537 2.716
H 0.363 -4.133 1.190
H 1.242 -2.651 0.857
H 0.546 -1.521 -0.861
H 0.066 -3.081 -1.559
H -2.168 -1.195 -0.982
H -1.894 -2.167 -2.408
H -1.055 1.559 -2.800
H -2.380 0.892 -1.815
H -1.560 0.040 0.658
H -0.415 0.813 2.634
*
```

Atom charges from the natural (NBO) analysis, given in e for atoms 1 to 5: number 1, C, carries -0.63; number 2, C, carries -0.06; number 3, O, carries -0.55; number 4, C, carries -0.08; number 5, C, carries -0.09


No. 5
2 unconnected molecules or ions with the total composition C25H51N2O2PS in a non-equilibrium geometry, computed with ωB97M-V/def2-TZVPD.

Properties
largest force on an atom: 1.625 eV/A
structure (SMILES): CNCP(C)(S)(CCCCCCCCOC)CCCCCCCOC.c1ccncc1
orbital gap: 8.278 eV
highest occupied orbital energy: -7.562 eV
energy: -53948.798 eV

Geometry as ORCA input:
```
! wB97M-V def2-TZVPD RIJCOSX def2/J DEFGRID3
* xyz 0 1
C -0.913 -3.257 -0.511
N -2.021 -2.443 -0.003
C -1.613 -1.464 1.017
P -1.161 0.280 0.344
C -2.533 0.171 -0.917
S -0.700 2.412 -0.380
C 0.539 -0.254 -0.193
C 1.427 -0.793 0.930
C 2.914 -0.873 0.525
C 3.146 -1.432 -0.866
C 4.607 -1.376 -1.324
C 5.317 -0.060 -1.004
C 4.560 1.185 -1.446
C 5.012 2.457 -0.725
O 5.202 2.225 0.658
C 6.455 2.676 1.143
C -1.471 1.052 1.990
C -2.937 1.533 2.221
C -3.096 3.022 2.532
C -3.414 3.986 1.382
C -4.498 3.530 0.405
C -5.430 4.652 -0.006
C -6.261 4.346 -1.243
O -5.467 3.949 -2.342
C -5.614 2.609 -2.765
H -0.608 -2.860 -1.479
H -1.181 -4.295 -0.676
H -0.030 -3.204 0.120
H -2.711 -3.055 0.411
H -0.838 -1.894 1.658
H -2.483 -1.319 1.658
H -2.213 -0.398 -1.778
H -3.444 -0.222 -0.488
H -2.735 1.170 -1.259
H -0.610 2.237 -1.708
H 1.030 0.623 -0.587
H 0.494 -0.954 -1.016
H 1.125 -1.806 1.166
H 1.377 -0.160 1.810
H 3.368 -1.564 1.231
H 3.360 0.101 0.680
H 2.551 -0.947 -1.633
H 2.832 -2.474 -0.861
H 4.653 -1.511 -2.401
H 5.167 -2.192 -0.872
H 6.292 -0.028 -1.485
H 5.526 -0.034 0.059
H 3.493 1.098 -1.289
H 4.694 1.301 -2.519
H 5.910 2.827 -1.215
H 4.214 3.189 -0.829
H 7.265 2.361 0.488
H 6.435 3.760 1.245
H 6.636 2.230 2.112
H -0.794 1.880 2.164
H -1.231 0.306 2.739
H -3.250 1.009 3.119
H -3.595 1.183 1.434
H -2.196 3.390 3.017
H -3.885 3.144 3.268
H -2.532 4.285 0.842
H -3.783 4.900 1.850
H -4.008 3.169 -0.492
H -5.088 2.709 0.809
H -6.099 4.947 0.799
H -4.856 5.543 -0.251
H -7.072 3.652 -1.027
H -6.741 5.284 -1.524
H -6.035 2.554 -3.765
H -6.205 2.007 -2.080
H -4.629 2.152 -2.821
C 1.788 -7.683 -0.218
C 2.674 -6.784 -0.786
C 2.712 -5.491 -0.286
N 1.941 -5.061 0.710
C 1.093 -5.939 1.244
C 0.979 -7.254 0.822
H 1.728 -8.702 -0.578
H 3.324 -7.076 -1.600
H 3.393 -4.756 -0.702
H 0.476 -5.560 2.052
H 0.273 -7.922 1.295
*
```

Atom charges from the Mulliken analysis, given in e for atoms 1 to 5: number 1, C, carries -0.45; number 2, N, carries -0.24; number 3, C, carries -1.77; number 4, P, carries 1.40; number 5, C, carries -1.51


No. 6
A molecular structure, CH5N4 in a non-equilibrium geometry, computed with ωB97M-V/def2-TZVPD.

Properties
largest force on an atom: 5.295 eV/A
energy above the lowest of the compared OMol25 structures with the same formula, charge and spin: 93.6 kcal per mole
orbital gap: 11.051 eV
highest occupied orbital energy: -14.891 eV
energy: -7065.778 eV

Geometry as ORCA input:
```
! wB97M-V def2-TZVPD RIJCOSX def2/J DEFGRID3
* xyz 1 1
C 0.060 -0.139 -0.264
N 0.916 -1.025 -0.859
N 1.340 0.319 -0.463
N -1.286 0.172 -0.304
N -0.721 0.006 1.013
H 1.394 -1.746 -0.319
H 1.509 1.265 -1.376
H -1.612 1.098 -0.569
H -1.085 -0.785 1.552
H -0.518 0.834 1.589
*
```

Atom charges from the natural (NBO) analysis, given in e for atoms 1 to 5: number 1, C, carries 0.48; number 2, N, carries -0.39; number 3, N, carries -0.41; number 4, N, carries -0.37; number 5, N, carries -0.42


No. 7
A molecular structure, C43H67ClIrNO2P2Si, computed with ωB97M-V/def2-TZVPD.

Properties
largest force on an atom: 0.672 eV/A
energy above the lowest of the compared OMol25 structures with the same formula, charge and spin: 17.7 kcal per mole
orbital gap (alpha / beta): 6.021 / 7.408 eV
highest occupied orbital energy (alpha / beta): -5.545 / -7.479 eV
energy: -93080.380 eV

Geometry as ORCA input:
```
! wB97M-V def2-TZVPD RIJCOSX def2/J DEFGRID3
* xyz 0 5
Ir 0.030 1.430 -0.005
C -2.921 0.871 1.715
Si -1.580 -0.107 0.788
C -2.649 -1.365 -0.225
C -3.961 -1.521 0.265
C -4.969 -2.172 -0.427
C -4.716 -2.673 -1.690
C -3.431 -2.582 -2.189
C -2.387 -1.998 -1.460
P -0.748 -2.156 -2.251
C -1.015 -1.466 -3.962
C -0.719 -2.367 -5.172
C 0.769 -2.521 -5.494
C 1.461 -1.168 -5.598
C 1.239 -0.354 -4.331
C -0.248 -0.137 -4.085
C -0.337 -3.967 -2.310
C 0.251 -4.482 -0.985
C 0.737 -5.924 -1.108
C -0.353 -6.867 -1.596
C -0.935 -6.357 -2.905
C -1.454 -4.928 -2.756
C -0.731 -1.019 2.222
C -1.273 -2.160 2.820
C -0.728 -2.706 3.971
C 0.370 -2.100 4.573
C 0.929 -0.974 3.990
C 0.407 -0.446 2.806
P 1.166 1.017 1.986
C 1.325 2.248 3.335
C 0.050 2.332 4.198
C -0.067 3.680 4.932
C 1.313 4.252 5.231
C 2.037 4.600 3.924
C 1.655 3.641 2.784
C 2.887 0.518 1.548
C 3.697 -0.305 2.554
C 4.999 -0.792 1.910
C 5.829 0.356 1.344
C 5.003 1.210 0.386
C 3.734 1.705 1.072
H -3.425 0.274 2.480
H -3.672 1.307 1.051
H -2.421 1.687 2.235
H -4.220 -1.093 1.220
H -5.958 -2.252 0.009
H -5.497 -3.139 -2.276
H -3.235 -2.982 -3.175
H -2.083 -1.231 -3.947
H -1.199 -1.888 -6.034
H -1.193 -3.342 -5.071
H 0.875 -3.086 -6.423
H 1.268 -3.113 -4.721
H 1.048 -0.621 -6.455
H 2.527 -1.299 -5.794
H 1.757 0.604 -4.371
H 1.674 -0.878 -3.471
H -0.677 0.413 -4.932
H -0.414 0.471 -3.190
H 0.459 -4.002 -3.063
H -0.519 -4.412 -0.206
H 1.070 -3.848 -0.658
H 1.132 -6.250 -0.144
H 1.577 -5.952 -1.813
H -1.151 -6.915 -0.845
H 0.032 -7.883 -1.710
H -1.744 -7.005 -3.251
H -0.161 -6.380 -3.682
H -2.248 -4.919 -2.004
H -1.909 -4.615 -3.694
H -2.144 -2.631 2.375
H -1.165 -3.595 4.411
H 0.789 -2.501 5.487
H 1.775 -0.500 4.474
H 2.164 1.912 3.959
H 0.035 1.511 4.914
H -0.828 2.175 3.564
H -0.647 3.550 5.848
H -0.622 4.398 4.320
H 1.888 3.507 5.791
H 1.247 5.130 5.875
H 3.119 4.580 4.079
H 1.789 5.623 3.629
H 2.445 3.606 2.035
H 0.775 4.009 2.251
H 2.703 -0.122 0.675
H 3.131 -1.171 2.894
H 3.932 0.301 3.438
H 4.740 -1.483 1.100
H 5.581 -1.366 2.636
H 6.724 -0.028 0.851
H 6.177 0.986 2.172
H 4.716 0.625 -0.494
H 5.589 2.057 0.024
H 3.159 2.352 0.411
H 4.032 2.303 1.944
Cl 0.932 -1.408 -0.525
C 1.013 3.136 -2.322
C 1.344 1.833 -1.578
O 2.308 1.188 -1.914
H 1.864 3.409 -2.948
H 0.753 3.934 -1.629
H 0.133 2.960 -2.947
C -4.310 5.287 -0.019
N -3.085 4.682 -0.514
C -2.982 4.450 -1.945
C -2.117 4.232 0.315
C -2.329 4.444 1.790
O -1.093 3.706 -0.129
H -4.819 5.754 -0.859
H -4.105 6.060 0.720
H -4.984 4.548 0.421
H -3.016 5.399 -2.484
H -3.809 3.823 -2.285
H -2.044 3.947 -2.153
H -2.306 5.509 2.030
H -1.526 3.941 2.314
H -3.286 4.045 2.126
*
```

Atom charges from the Mulliken analysis, given in e for atoms 1 to 5: number 1, Ir, carries 1.74; number 2, C, carries -0.92; number 3, Si, carries -0.12; number 4, C, carries 1.15; number 5, C, carries -0.09